*1*
{
  "formula": "C4H13N3O",
  "method": "the ωB97M-V functional and the def2-TZVPD basis",
  "symbols": ["O", "H", "H", "H", "H", "H", "N", "H", "H", "H", "H", "H", "C", "C", "H", "C", "C", "H", "N", "N", "H"],
  "positions_angstrom": [[0.463, -0.434, -2.893], [-1.406, 1.708, 2.392], [-0.761, 0.826, -0.329], [1.375, -0.506, 1.277], [-1.466, -1.307, 0.294], [1.988, -2.545, -0.263], [-0.936, 0.665, 0.661], [-2.366, 2.220, 0.989], [2.932, -0.243, 0.488], [-1.914, -0.690, 1.895], [1.681, 1.017, 0.347], [-0.650, 2.672, 1.108], [-1.369, 1.879, 1.313], [1.863, -0.051, 0.420], [1.225, -2.421, -1.961], [-1.852, -0.442, 0.833], [1.540, -1.963, -1.044], [-2.871, -0.226, 0.474], [0.911, 0.199, -1.684], [1.403, -0.675, -0.876], [0.212, 0.317, -3.441]],
  "lowdin_charge": [-0.076, 0.075, 0.070, 0.084, 0.068, 0.061, -0.214, 0.073, 0.087, 0.075, 0.078, 0.072, -0.148, -0.012, 0.052, -0.144, 0.007, 0.074, -0.055, -0.305, 0.080],
  "lumo_ha": 0.0354,
  "charge": 0,
  "orbital_gap_ev": 8.345,
  "e_homo_ev": -7.382
}

=====

*2*
{
  "formula": "C4H13N3O",
  "method": "the ωB97M-V functional and the def2-TZVPD basis",
  "symbols": ["H", "N", "H", "H", "C", "H", "H", "H", "C", "H", "H", "N", "C", "H", "H", "H", "H", "C", "H", "N", "O"],
  "positions_angstrom": [[0.067, -1.532, -2.987], [-0.948, 0.355, 1.404], [2.045, 2.359, -0.396], [1.397, -1.501, -0.971], [1.993, 1.958, 0.615], [2.662, 2.549, 1.240], [2.339, 0.925, 0.631], [0.040, -2.238, 0.709], [-0.290, 1.195, 0.694], [-0.486, 1.277, -0.370], [-0.500, -2.912, -0.882], [0.490, -1.055, -0.929], [-0.425, -2.009, -0.262], [0.563, 0.130, -2.682], [0.617, 2.174, 2.168], [-0.396, 0.494, 2.234], [-1.541, -0.690, 0.650], [0.011, -0.712, -2.259], [-1.029, -0.408, -2.160], [0.639, 2.098, 1.157], [-1.691, -1.490, -0.046]],
  "lowdin_charge": [0.075, 0.117, 0.082, 0.096, -0.090, 0.080, 0.074, 0.109, -0.280, 0.123, 0.112, -0.133, -0.357, 0.068, 0.116, 0.078, 0.004, -0.148, 0.072, -0.060, -0.140],
  "lumo_ha": 0.0285,
  "charge": 0,
  "smiles": "[H]/N=C\\NC.CNCO",
  "orbital_gap_ev": 9.457,
  "e_homo_ev": -8.682
}

=====

*3*
{
  "formula": "C4H13N3O",
  "method": "the ωB97M-V functional and the def2-TZVPD basis",
  "symbols": ["H", "H", "H", "C", "H", "H", "N", "H", "C", "O", "N", "H", "H", "C", "H", "H", "H", "H", "H", "C", "N"],
  "positions_angstrom": [[0.386, -0.356, 1.446], [0.413, 1.956, 1.750], [-2.174, 1.645, -1.934], [1.216, 1.491, 1.174], [1.475, -0.378, -1.116], [-1.927, -0.672, -2.246], [-1.543, -0.308, -1.382], [0.967, -1.867, -0.316], [-1.889, 1.001, -1.102], [-1.566, -1.044, 0.918], [1.297, 0.092, 1.553], [2.157, 1.982, 1.425], [1.023, 1.662, 0.103], [-2.210, -0.867, -0.098], [-2.834, 0.582, -0.134], [-2.931, -1.589, -0.515], [2.634, -1.694, -0.939], [-1.271, 1.438, -0.321], [2.676, -1.312, 1.393], [1.809, -1.174, -0.452], [2.293, -0.589, 0.794]],
  "lowdin_charge": [0.058, 0.074, 0.097, -0.150, 0.057, 0.104, -0.096, 0.063, -0.093, 0.033, -0.149, 0.070, 0.055, -0.363, 0.154, 0.149, 0.071, 0.061, 0.094, -0.138, -0.151],
  "lumo_ha": -0.0072,
  "charge": 0,
  "orbital_gap_ev": 8.281,
  "e_homo_ev": -8.477
}

=====

*2* (57.9 kcal/mol below the next structure)

=====

*1*
{
  "formula": "C4H13N3O",
  "method": "the ωB97M-V functional and the def2-TZVPD basis",
  "symbols": ["H", "H", "N", "C", "H", "H", "H", "H", "H", "C", "H", "H", "N", "C", "C", "H", "O", "H", "H", "H", "N"],
  "positions_angstrom": [[0.337, -0.688, -3.746], [1.451, -1.053, -2.623], [-1.269, 0.090, 1.031], [-0.004, -0.345, 0.589], [-0.688, -2.163, -0.154], [-1.371, -1.343, -2.095], [1.029, -1.798, -0.547], [0.578, 1.757, 2.250], [-0.392, 0.236, -1.721], [0.027, -1.407, -0.482], [-0.244, 2.701, 0.107], [-1.986, -0.581, 0.785], [0.988, 0.839, 2.390], [-0.464, -0.838, -1.858], [1.103, -0.010, 1.264], [-1.366, 2.053, 0.806], [-0.798, 2.850, 0.883], [1.731, 0.911, 3.064], [-1.267, 0.263, 2.031], [2.107, -0.235, 0.935], [0.499, -1.239, -2.909]],
  "lowdin_charge": [0.059, 0.054, 0.067, -0.384, 0.109, 0.095, 0.100, 0.051, 0.098, -0.143, 0.033, 0.094, 0.018, -0.249, -0.162, 0.009, -0.088, 0.070, 0.091, 0.104, -0.028],
  "lumo_ha": 0.0328,
  "charge": 0,
  "smiles": "N/C=C(\\N)CCN.O",
  "orbital_gap_ev": 8.640,
  "e_homo_ev": -7.747
}

=====

*2*
{
  "formula": "C4H13N3O",
  "method": "the ωB97M-V functional and the def2-TZVPD basis",
  "symbols": ["C", "H", "C", "N", "H", "H", "H", "H", "N", "H", "H", "H", "H", "C", "H", "H", "C", "H", "N", "H", "O"],
  "positions_angstrom": [[-1.892, -0.097, -1.175], [-2.296, -2.142, -1.642], [2.034, 0.154, 0.106], [-3.331, 0.080, -0.979], [-0.048, -2.901, -1.305], [2.337, 1.412, 3.173], [1.951, -0.901, 0.353], [2.983, -0.036, 2.537], [2.564, 0.857, 2.365], [-1.523, 0.191, -2.169], [-0.080, -1.737, -2.373], [-3.862, -0.296, -1.764], [1.323, 0.386, -0.680], [-1.579, -1.594, -1.013], [-1.344, 0.451, -0.411], [3.036, 0.358, -0.278], [1.757, 1.055, 1.267], [-1.755, -1.900, 0.017], [-0.190, -1.901, -1.378], [-3.530, 1.073, -0.987], [0.923, 1.932, 1.281]],
  "lowdin_charge": [-0.295, 0.101, -0.026, -0.018, 0.063, 0.099, 0.072, 0.088, 0.135, 0.104, 0.064, 0.064, 0.062, -0.296, 0.103, 0.085, -0.600, 0.108, -0.015, 0.061, 0.041],
  "lumo_ha": 0.0357,
  "charge": 0,
  "smiles": "CC(N)=O.NCCN",
  "orbital_gap_ev": 10.349,
  "e_homo_ev": -9.379
}

=====

*2* (22.7 kcal/mol below the next structure)